# 1
The following is a quantum chemistry calculation of C22H24N6ORhS3 as an isolated structure, from the OMol25 dataset.

Geometry as XYZ:
```
57
Properties=species:S:1:pos:R:3:nbo_charge:R:1
Rh -1.472 0.223 1.331 0.877
S 0.006 -1.011 2.886 0.009
C 1.421 -0.632 2.008 0.168
N 2.569 -1.157 2.537 -0.248
N 3.629 -1.213 1.755 -0.290
C 3.681 -1.522 0.378 0.192
C 4.801 -1.114 -0.338 -0.247
C 4.895 -1.408 -1.689 -0.192
C 3.877 -2.106 -2.323 -0.213
C 2.769 -2.521 -1.596 -0.194
C 2.662 -2.236 -0.244 -0.252
N 1.508 0.184 0.955 -0.354
N 0.375 0.681 0.499 -0.322
C 0.440 1.267 -0.762 0.178
C 1.560 1.137 -1.593 -0.257
C 1.525 1.674 -2.867 -0.182
C 0.396 2.342 -3.331 -0.213
C -0.709 2.485 -2.502 -0.203
C -0.688 1.955 -1.223 -0.262
H 4.493 -1.301 2.271 0.404
H 5.585 -0.557 0.160 0.226
H 5.766 -1.088 -2.245 0.229
H 3.955 -2.341 -3.376 0.225
H 1.991 -3.093 -2.082 0.213
H 1.812 -2.581 0.330 0.231
H 2.429 0.604 -1.232 0.248
H 2.390 1.568 -3.509 0.225
H 0.383 2.759 -4.329 0.227
H -1.584 3.020 -2.847 0.227
H -1.545 2.088 -0.566 0.206
O -1.584 -1.375 -0.002 -0.949
S -2.340 -1.158 -1.332 1.218
C -1.104 -1.480 -2.603 -0.594
C -0.968 -2.994 -2.659 -0.418
C -2.401 -3.520 -2.679 -0.413
C -3.163 -2.762 -1.588 -0.588
H -0.209 -0.921 -2.329 0.271
H -1.509 -1.068 -3.532 0.243
H -0.444 -3.350 -1.770 0.221
H -0.403 -3.307 -3.537 0.240
H -2.453 -4.593 -2.501 0.244
H -2.853 -3.325 -3.653 0.217
H -3.084 -3.236 -0.609 0.263
H -4.212 -2.584 -1.815 0.253
C -3.488 4.114 5.562 -0.659
C -2.814 3.298 4.511 0.311
C -1.477 3.514 4.156 -0.293
C -0.914 2.706 3.194 0.112
N -1.660 1.759 2.627 -0.476
C -2.932 1.605 3.032 0.278
S -3.592 0.243 2.133 0.090
N -3.540 2.329 3.937 -0.442
H -2.988 5.068 5.714 0.230
H -3.472 3.564 6.505 0.254
H -4.530 4.275 5.295 0.252
H -0.898 4.295 4.626 0.245
H 0.113 2.794 2.863 0.234
```

## Properties
E_tot (hartree): -2561.32411
Charge: +1
<S²>: 6.04
Kohn-Sham gap (spin up / spin down) (eV): 7.047 / 6.007
2S+1: 5
Energy relative to the best compared isomer or geometry (same formula, charge and spin) (kJ/mol): 0.0

---

# 2
The following is a quantum chemistry calculation of C22H24N9O4RbS as an isolated structure in a non-equilibrium geometry, from the OMol25 dataset.

Geometry as XYZ:
```
61
Properties=species:S:1:pos:R:3:nbo_charge:R:1
Rb 0.613 -0.452 -0.760 0.918
C 3.165 3.626 1.608 -0.683
C 1.895 2.917 1.218 0.130
N 1.583 1.730 1.594 -0.186
N 2.535 1.030 2.261 -0.488
C 2.124 0.247 3.222 0.268
N 3.123 -0.598 3.713 -0.834
S 0.610 0.209 4.002 -0.508
C 0.941 3.609 0.323 0.192
C 1.119 4.958 -0.019 -0.272
C 0.233 5.560 -0.893 -0.182
C -0.809 4.810 -1.417 -0.300
C -0.913 3.481 -1.025 0.055
N -0.075 2.898 -0.182 -0.416
H 3.740 2.973 2.258 0.257
H 2.948 4.557 2.138 0.200
H 3.768 3.875 0.731 0.204
H 3.776 -0.885 2.997 0.373
H 2.742 -1.357 4.253 0.381
H 1.945 5.520 0.392 0.208
H 0.360 6.601 -1.166 0.197
H -1.522 5.229 -2.114 0.205
H -1.701 2.846 -1.420 0.218
N -3.156 0.512 -1.284 -0.851
C -3.705 0.313 0.059 -0.218
C -2.849 1.048 1.082 -0.220
N -1.570 0.387 1.255 -0.882
H -3.536 -0.187 -1.915 0.357
H -2.166 0.283 -1.243 0.370
H -3.746 -0.748 0.347 0.168
H -4.728 0.703 0.081 0.161
H -3.416 1.149 2.022 0.153
H -2.666 2.059 0.712 0.188
H -1.639 -0.382 1.912 0.369
H -0.847 1.002 1.618 0.412
O -0.614 -4.027 -1.045 -0.720
C -0.113 -3.138 -1.733 0.665
O -0.757 -2.149 -2.231 -0.893
C 1.418 -3.144 -2.031 0.665
O 1.781 -3.754 -3.054 -0.771
O 2.134 -2.513 -1.215 -0.829
N -2.128 -4.781 -9.481 -0.364
C -1.834 -3.952 -8.736 0.307
C -1.481 -2.906 -7.841 -0.231
C -1.273 -3.161 -6.478 -0.116
C -0.945 -2.140 -5.614 -0.245
C -0.810 -0.835 -6.110 0.287
C -1.002 -0.581 -7.470 -0.269
C -1.339 -1.605 -8.329 -0.156
N -0.471 0.205 -5.235 -0.394
C -0.307 1.552 -5.493 -0.137
C 0.038 2.107 -4.300 -0.065
N 0.103 1.149 -3.313 -0.497
C -0.207 0.022 -3.909 0.173
H -1.365 -4.168 -6.094 0.237
H -0.782 -2.360 -4.561 0.296
H -0.884 0.421 -7.857 0.208
H -1.491 -1.403 -9.381 0.214
H -0.463 1.984 -6.464 0.203
H 0.242 3.145 -4.088 0.201
H -0.232 -0.949 -3.390 0.290
```

## Properties
E_tot (hartree): -2068.90851
Charge: -2
Kohn-Sham gap (eV): 5.455
2S+1: 1
Energy relative to the best compared isomer or geometry (same formula, charge and spin) (kJ/mol): 58.7

---

# 3
The following is a quantum chemistry calculation of a 2-piece molecular cluster, C22H24NO4S overall in a non-equilibrium geometry, from the OMol25 dataset.

Geometry as XYZ:
```
52
Properties=species:S:1:pos:R:3:nbo_charge:R:1
C -0.940 6.493 -3.673 -0.628
C -0.604 5.043 -3.590 -0.001
C -1.374 4.187 -2.817 -0.236
C -1.062 2.844 -2.725 -0.098
C 0.019 2.336 -3.405 -0.335
S 0.408 0.571 -3.315 2.193
N 1.430 0.507 -2.009 -0.682
C 1.826 -0.651 -1.697 0.190
C 2.740 -0.915 -0.596 -0.052
C 3.185 -2.206 -0.316 -0.168
C 4.061 -2.436 0.724 -0.222
C 4.503 -1.385 1.504 -0.182
C 4.066 -0.101 1.241 -0.222
C 3.193 0.131 0.200 -0.155
O -0.889 -0.120 -3.006 -0.897
O 1.158 0.261 -4.581 -0.935
C 0.790 3.172 -4.178 -0.163
C 0.482 4.516 -4.272 -0.230
H -0.236 7.027 -4.314 0.209
H -1.943 6.639 -4.080 0.218
H -0.907 6.953 -2.683 0.221
H -2.225 4.585 -2.292 0.211
H -1.668 2.177 -2.136 0.245
H 1.474 -1.495 -2.279 0.193
H 2.835 -3.027 -0.920 0.223
H 4.402 -3.438 0.933 0.212
H 5.185 -1.565 2.320 0.206
H 4.404 0.719 1.855 0.210
H 2.841 1.126 -0.013 0.231
H 1.622 2.759 -4.722 0.236
H 1.082 5.167 -4.883 0.204
C -3.223 -3.013 4.389 -0.599
C -2.134 -2.580 3.396 -0.022
C -0.763 -2.677 4.082 -0.616
C -2.181 -3.512 2.143 -0.491
C -1.398 -3.007 0.957 0.502
O -1.007 -3.806 0.118 -0.712
C -1.106 -1.630 0.844 -0.582
C -1.503 -0.673 1.805 0.503
O -1.141 0.494 1.737 -0.708
C -2.394 -1.111 2.935 -0.492
H -4.211 -2.955 3.936 0.199
H -3.059 -4.041 4.708 0.194
H -3.218 -2.379 5.275 0.194
H 0.036 -2.380 3.404 0.230
H -0.720 -2.029 4.956 0.193
H -0.567 -3.696 4.410 0.192
H -1.811 -4.506 2.409 0.205
H -3.222 -3.647 1.838 0.206
H -0.543 -1.300 -0.008 0.196
H -3.435 -1.005 2.617 0.206
H -2.256 -0.423 3.774 0.204
```

## Properties
E_tot (hartree): -1606.66421
Charge: -1
Kohn-Sham gap (eV): 5.404
2S+1: 1
Energy relative to the best compared isomer or geometry (same formula, charge and spin) (kJ/mol): 0.0

---

# 4
The following is a quantum chemistry calculation of one molecule with the formula C22H24O2Si in a non-equilibrium geometry, from the OMol25 dataset.

Geometry as XYZ:
```
49
Properties=species:S:1:pos:R:3:nbo_charge:R:1
O -3.783 1.839 -1.335 -0.525
O 1.249 -1.508 -0.957 -0.538
C -6.545 -0.675 0.566 -0.222
C 3.616 0.478 4.557 -0.202
C -6.276 0.587 1.153 -0.202
C -5.924 -1.089 -0.611 -0.211
C -1.327 0.536 -3.801 -0.184
C 4.383 -0.546 3.951 -0.206
C 2.717 1.140 3.809 -0.220
C -5.402 1.392 0.526 -0.271
C -5.039 -0.265 -1.219 -0.274
C -2.380 1.299 -3.277 -0.305
C -0.563 -0.310 -3.026 -0.240
C -2.084 0.011 -1.231 -0.288
C 4.427 -0.672 2.607 -0.201
C 2.717 0.924 2.441 -0.184
C -4.757 1.001 -0.651 0.298
C -2.717 1.084 -1.947 0.390
C -0.915 -0.599 -1.720 -0.029
C 3.582 0.078 1.822 -0.470
C -0.160 -1.504 -0.740 -0.080
C 4.763 1.224 -0.745 -1.102
C 4.157 -1.649 -0.336 -1.149
C 1.699 -0.161 -0.601 -0.490
Si 3.510 -0.013 -0.011 1.612
H -7.367 -1.271 0.940 0.213
H 3.608 0.627 5.632 0.211
H -6.886 0.951 2.009 0.226
H -6.138 -2.049 -1.169 0.222
H -1.161 0.561 -4.910 0.218
H 4.716 -1.422 4.536 0.213
H 2.133 1.964 4.168 0.211
H -5.043 2.322 1.022 0.230
H -4.734 -0.559 -2.283 0.237
H -2.850 2.066 -3.847 0.230
H 0.272 -0.811 -3.416 0.220
H -2.485 -0.256 -0.228 0.227
H 5.114 -1.446 2.264 0.216
H 1.989 1.471 1.900 0.193
H -0.500 -2.531 -0.875 0.202
H -0.249 -1.223 0.309 0.181
H 5.057 1.064 -1.825 0.243
H 5.739 1.295 -0.153 0.256
H 4.180 2.163 -0.804 0.231
H 3.965 -2.121 -1.291 0.252
H 5.268 -1.671 -0.109 0.229
H 3.688 -2.363 0.314 0.244
H 1.687 0.410 -1.528 0.199
H 1.046 0.225 0.120 0.192
```

## Properties
E_tot (hartree): -1292.60703
SMILES: C[Si](C)(COCc1cccc(Oc2ccccc2)c1)c1ccccc1
Kohn-Sham gap (eV): 9.138
2S+1: 1
Energy relative to the best compared isomer or geometry (same formula, charge and spin) (kJ/mol): 202.4

---

# 5
The following is a quantum chemistry calculation of C22H25BF4LaNO as an isolated structure in a non-equilibrium geometry, from the OMol25 dataset.

Geometry as XYZ:
```
55
Properties=species:S:1:pos:R:3:lowdin_charge:R:1
C -0.425 3.059 1.725 -0.175
C -1.132 2.468 0.667 -0.181
C -1.393 1.121 0.999 -0.244
H -1.461 2.982 -0.243 0.117
C -0.882 0.892 2.315 -0.298
C -0.272 2.103 2.755 -0.231
H -0.858 -0.064 2.841 0.077
C 2.829 2.432 -0.875 -0.172
C 1.526 2.886 -1.246 -0.133
C 0.807 1.767 -1.776 -0.123
H 1.161 3.889 -1.167 0.108
C 1.631 0.599 -1.698 -0.384
C 2.899 1.031 -1.153 -0.225
H -1.972 0.420 0.393 0.095
H 0.324 2.236 3.657 0.110
H -0.068 4.092 1.745 0.123
H 3.681 0.369 -0.797 0.101
H -0.193 1.798 -2.179 0.105
H 3.614 3.029 -0.442 0.100
La 1.324 0.977 0.894 2.122
C 1.266 -0.801 -2.027 -0.518
C 2.506 -1.413 -2.671 -0.027
C 0.060 -0.800 -2.972 -0.019
H 2.815 -0.783 -3.514 0.106
H 2.285 -2.420 -3.021 0.076
H 3.330 -1.463 -1.958 0.084
H 0.295 -0.211 -3.867 0.104
H -0.836 -0.382 -2.508 0.083
H -0.160 -1.827 -3.273 0.089
C 0.873 -1.542 -0.714 -0.106
C 0.596 -3.046 -0.869 -0.454
H -0.058 -1.091 -0.313 0.087
H 1.691 -1.479 0.059 0.108
O 0.975 -3.723 -1.819 0.058
N -0.119 -3.626 0.141 0.058
C -0.746 -2.984 1.280 -0.144
H -0.266 -4.629 0.041 0.161
C -2.130 -2.441 0.981 -0.229
C -2.859 -1.876 2.023 -0.071
H -2.405 -1.844 3.016 0.116
C -4.135 -1.362 1.802 -0.069
H -4.687 -0.920 2.631 0.110
C -4.692 -1.421 0.521 -0.084
H -5.695 -1.027 0.346 0.106
C -3.972 -1.987 -0.530 -0.071
H -4.389 -2.045 -1.534 0.106
C -2.686 -2.502 -0.302 -0.036
H -2.128 -2.965 -1.115 0.111
H -0.089 -2.174 1.648 0.105
H -0.795 -3.706 2.108 0.137
F 2.215 2.852 1.642 -0.330
B 3.101 4.250 2.048 -1.082
F 2.503 4.557 3.221 0.191
F 4.324 3.646 2.080 0.168
F 2.874 5.096 1.002 0.182
```

## Properties
E_tot (hartree): -1439.49109
Kohn-Sham gap (eV): 7.119
2S+1: 1
Energy relative to the best compared isomer or geometry (same formula, charge and spin) (kJ/mol): 0.0